# 1
{"formula": "C30H30BrNO10", "method": "the ωB97M-V functional and the def2-TZVPD basis", "elements": ["Br", "O", "O", "O", "O", "O", "O", "O", "O", "O", "O", "N", "C", "C", "C", "C", "C", "C", "C", "C", "C", "C", "C", "C", "C", "C", "C", "C", "C", "C", "C", "C", "C", "C", "C", "C", "C", "C", "C", "C", "C", "C", "H", "H", "H", "H", "H", "H", "H", "H", "H", "H", "H", "H", "H", "H", "H", "H", "H", "H", "H", "H", "H", "H", "H", "H", "H", "H", "H", "H", "H", "H"], "xyz": [[3.76540, -6.07344, -0.69091], [-1.38531, 0.30266, -4.75936], [8.69991, -2.85350, -3.73841], [-3.67267, 4.84065, -3.28107], [-3.30975, 0.31731, -0.42634], [-2.50947, 7.88456, 6.85557], [-4.00763, 0.01486, 4.81179], [4.93110, -1.17486, -0.42219], [-0.39544, -2.57139, -1.36402], [-2.93774, 4.70409, 2.64202], [1.01897, -3.92078, 1.57467], [1.24559, -6.61040, 0.64001], [5.79126, -1.55765, -1.18613], [-3.74266, 2.48729, -3.26208], [-2.10112, 7.56739, 4.55945], [-3.84528, -1.13590, 2.76357], [-1.32417, 2.65290, -4.78740], [-3.84399, 0.08247, 3.61312], [-0.12348, -1.46648, -2.21324], [-3.63609, 1.38513, 2.93711], [2.40771, -5.82277, 0.80143], [7.89446, -1.11896, -2.36868], [0.04733, -2.35417, -0.04251], [-0.08815, -3.68040, 0.73095], [5.72490, -2.90291, -1.80658], [6.94674, -0.69449, -1.53755], [-2.84827, 5.42645, 3.61375], [-3.46850, 0.25296, 0.77420], [-1.89823, 3.79304, -4.41509], [2.19077, -4.29014, 0.89530], [-2.60921, 7.15841, 5.89264], [1.35699, -1.41986, -2.65188], [-2.21366, 6.76468, 3.50511], [-3.24914, 5.82189, 5.99982], [6.67431, -3.32844, -2.63552], [-3.36199, 5.02014, 4.94437], [-3.17201, 1.34706, -3.63847], [-1.91734, 1.34063, -4.42634], [7.83415, -2.47079, -2.98257], [-3.67413, -1.05408, 1.44684], [-3.15506, 3.79944, -3.62319], [-3.46208, 1.46934, 1.62170], [-3.30690, 2.41639, 1.11987], [-3.99260, -2.07603, 3.27980], [6.65307, -4.30872, -3.09482], [1.48877, -1.84503, -3.65186], [4.87016, -3.50857, -1.53379], [6.96580, 0.28445, -1.07568], [-0.95805, -3.67522, 1.39751], [-3.62915, 2.26261, 3.56767], [-0.41314, -0.53464, -1.69863], [-1.48900, 4.76468, -4.66136], [1.44962, -7.59373, 0.70141], [-3.61455, 5.54930, 6.98168], [0.77133, -6.44102, -0.23445], [-3.66841, -1.92284, 0.79975], [2.23820, -3.84012, -0.10605], [-0.55757, -1.55810, 0.42467], [3.02612, -3.88428, 1.47702], [-0.40815, 2.61692, -5.36361], [-0.78989, -1.57927, -3.07134], [1.09435, -2.01102, -0.02117], [-0.23305, -4.48472, -0.00328], [-1.64196, 8.54622, 4.50639], [1.74866, -0.39411, -2.66525], [-4.64344, 2.51953, -2.66358], [-1.85334, 7.03498, 2.52072], [-3.56621, 0.37767, -3.36537], [-3.83282, 4.04796, 5.01189], [1.98594, -1.99845, -1.95977], [8.75034, -0.51447, -2.64093], [2.97887, -6.18228, 1.65866]], "mulliken_charge": [-0.259, -0.558, -0.543, -0.564, -0.446, -0.535, -0.560, -0.545, -0.435, -0.482, -0.380, -0.506, 0.418, -0.313, -0.381, -0.485, -0.412, 0.406, -0.152, -0.031, -0.092, -0.389, -0.110, -0.439, 0.197, -0.386, 0.544, 0.240, -0.401, -0.335, 0.322, -0.694, -0.403, -0.491, -0.337, -0.178, -0.163, 0.454, 0.321, -0.294, 0.335, -0.507, 0.537, 0.431, 0.430, 0.317, -0.006, 0.418, 0.276, 0.211, 0.175, 0.406, 0.276, 0.418, 0.231, 0.501, 0.103, 0.117, 0.284, 0.426, 0.315, 0.372, 0.178, 0.397, 0.300, 0.418, 0.424, 0.359, 0.373, 0.008, 0.405, 0.469], "homo_lumo_gap_ev": 7.98, "e_above_lowest_kj_mol": 0.00, "largest_force_ev_per_a": 0.5}



# 2
{"formula": "C30H30ClF3IMoN11O2PS2", "method": "the ωB97M-V functional and the def2-TZVPD basis", "elements": ["I", "Mo", "Cl", "S", "S", "P", "F", "F", "F", "O", "O", "N", "N", "N", "N", "N", "N", "N", "N", "N", "N", "N", "C", "C", "C", "C", "C", "C", "C", "C", "C", "C", "C", "C", "C", "C", "C", "C", "C", "C", "C", "C", "C", "C", "C", "C", "C", "C", "C", "C", "C", "C", "H", "H", "H", "H", "H", "H", "H", "H", "H", "H", "H", "H", "H", "H", "H", "H", "H", "H", "H", "H", "H", "H", "H", "H", "H", "H", "H", "H", "H", "H"], "xyz": [[-0.29624, 7.00851, -0.86005], [-0.27527, 0.68392, -0.22277], [-0.91831, 1.78258, 1.78541], [0.91283, -1.33929, -1.22797], [3.52880, -0.44405, -4.34432], [-0.24583, -1.30058, 1.41327], [-0.43419, -3.81735, -4.82677], [-0.20680, -3.97559, -2.68283], [1.37691, -3.11175, -3.87510], [-2.69083, -1.44973, 0.27977], [-2.61903, 2.82034, -1.24685], [-2.54210, 0.71930, -0.36490], [-4.59224, -0.26361, 0.30469], [1.87233, 1.05494, -3.11708], [4.07772, 1.66720, -0.37901], [-0.65747, -2.24828, 3.95530], [-0.76215, 0.18057, -2.31223], [0.24755, 3.08303, -2.22694], [1.96219, 1.22220, 0.12187], [1.62166, -2.47967, 3.10252], [-0.05660, 2.78498, -0.95403], [-0.15364, -3.91270, 2.24451], [1.49624, -1.45111, 2.07361], [-2.00173, -0.04142, -4.31336], [-0.96302, -3.56731, 3.40855], [-0.26651, 3.94820, -0.34305], [-0.50412, -3.12295, 1.07830], [1.25777, -3.79711, 2.58947], [-0.08595, 5.00114, -1.23920], [4.44405, 2.73316, 3.12688], [-0.57092, -1.82523, -3.58140], [-1.08037, -1.17353, 3.06780], [-5.25104, 0.92201, 0.12567], [2.10616, 0.49328, -4.26638], [0.25383, 4.40534, -2.43406], [0.03733, -3.19229, -3.74233], [-1.64885, 0.67311, -3.19139], [-4.61266, 1.99824, -0.34084], [-3.23270, -0.35666, 0.09358], [0.76969, -2.17844, 4.25195], [3.85669, -0.04892, -2.72465], [-5.28512, -1.44949, 0.79392], [4.88174, 2.51170, 1.84229], [2.89058, 1.20954, -0.82634], [-3.20362, 1.90539, -0.67638], [-1.46443, -1.31507, -4.50064], [2.20116, 1.94645, 2.58949], [3.94608, 2.00352, 0.94749], [2.61771, 1.72531, 1.27129], [2.86283, 0.74179, -2.22495], [-0.21130, -1.02176, -2.49654], [3.11916, 2.44458, 3.48868], [-2.70246, 0.37978, -5.01805], [-2.05865, 1.64796, -2.95668], [1.48302, -4.53464, 3.36198], [-0.57039, 3.98737, 0.68645], [-6.35441, -1.25972, 0.75185], [0.98878, -2.90689, 5.03455], [1.46409, 0.60928, -5.12657], [-1.54408, -3.28050, 0.81359], [-2.15975, -1.20410, 2.92433], [-6.30430, 0.91630, 0.36818], [1.19563, 1.73814, 2.90771], [-2.01856, -3.60711, 3.13488], [0.12175, -3.41620, 0.23596], [2.18310, -1.67957, 1.25258], [5.12699, 3.12641, 3.86673], [5.89938, 2.71676, 1.54053], [-5.04165, -2.30657, 0.17084], [-0.77435, -4.30866, 4.18741], [-4.99613, -1.67264, 1.82094], [1.86091, -4.02120, 1.70744], [1.00994, -1.18173, 4.62688], [4.88482, 1.81728, -0.96135], [0.50822, 4.82891, -3.39004], [-5.11195, 2.93681, -0.51608], [4.70252, -0.46651, -2.20532], [-1.74886, -1.91099, -5.35698], [-0.82608, -0.21243, 3.51346], [1.80081, -0.49409, 2.50099], [2.80321, 2.61948, 4.50779], [0.67046, 2.35259, -2.79796]], "mulliken_spin": [0.000, 2.137, 0.023, -0.091, 0.001, -0.093, 0.000, 0.000, 0.000, 0.011, 0.000, -0.096, -0.001, 0.008, 0.004, -0.001, 0.022, 0.021, -0.072, 0.003, -0.051, 0.002, 0.004, -0.013, 0.001, 0.034, 0.005, -0.002, -0.001, -0.001, -0.004, 0.005, -0.001, 0.004, 0.021, -0.010, 0.054, 0.002, 0.024, 0.000, 0.002, 0.000, 0.002, 0.038, 0.001, 0.022, -0.009, -0.003, 0.016, -0.023, 0.015, 0.000, 0.000, 0.001, 0.000, -0.003, 0.000, 0.000, 0.000, 0.001, 0.002, 0.000, -0.004, 0.000, 0.000, 0.003, 0.000, 0.000, 0.000, 0.000, 0.000, 0.000, 0.000, 0.000, 0.001, 0.000, 0.000, 0.000, -0.002, 0.001, 0.000, -0.005], "homo_lumo_gap_ev": [7.26, 6.87], "spin_multiplicity": 3, "e_above_lowest_kj_mol": 11.64, "largest_force_ev_per_a": 0.7, "total_charge": 1}



# 3
{"formula": "C30H30CuN6O3", "method": "the ωB97M-V functional and the def2-TZVPD basis", "elements": ["Cu", "O", "O", "O", "N", "N", "N", "N", "N", "N", "C", "C", "C", "C", "C", "C", "C", "C", "C", "C", "C", "C", "C", "C", "C", "C", "C", "C", "C", "C", "C", "C", "C", "C", "C", "C", "C", "C", "C", "C", "H", "H", "H", "H", "H", "H", "H", "H", "H", "H", "H", "H", "H", "H", "H", "H", "H", "H", "H", "H", "H", "H", "H", "H", "H", "H", "H", "H", "H", "H"], "xyz": [[0.08939, -0.28686, -0.30925], [0.86620, 0.75725, -4.12483], [0.18423, -2.40568, -0.16091], [-3.89322, -0.20540, 0.64638], [-0.08230, -0.21128, -2.27216], [2.10027, 5.13201, -1.10467], [-0.49815, -0.03256, 1.63509], [-1.17297, -4.12134, 0.54267], [-1.90268, -0.08049, -0.61071], [2.02505, -0.08169, -0.86661], [1.46857, -4.39568, 2.40662], [-0.94142, 7.24254, -1.09353], [-0.41058, 0.06907, 4.00198], [0.58378, -5.45677, 3.08703], [0.79939, 8.24564, 0.26662], [2.22649, 0.18137, -2.18096], [-3.96444, -0.77489, -3.55610], [-0.07236, 6.22770, -1.44984], [4.35688, 0.12984, -0.39842], [-2.40380, -0.31979, -1.81381], [-1.85641, -0.10989, 1.75725], [-1.52001, -4.96887, 1.67350], [3.01592, -0.00151, 0.02444], [1.68836, 7.20839, 0.01798], [-0.49440, -5.96835, 2.10189], [0.19820, 0.10044, 2.73533], [-2.94596, -1.07865, -4.48048], [-2.66332, -0.16983, 0.53396], [-1.65350, -0.75065, -4.10940], [-0.45518, 8.29689, -0.32362], [1.26983, -4.35501, 0.85352], [3.51452, 0.34356, -2.67344], [1.21678, 6.15341, -0.84623], [0.95476, 0.28214, -3.00401], [-3.73501, -0.42423, -2.21674], [-1.36287, -0.39248, -2.80575], [-1.81624, -0.04964, 4.11242], [0.07411, -3.53084, 0.41120], [-2.55061, -0.10356, 2.97321], [4.57369, 0.40871, -1.77272], [0.10442, -5.06073, 3.97071], [2.12584, -3.85237, 0.42141], [0.18693, 0.10381, 4.92076], [-0.77698, -0.73218, -4.78420], [-3.12002, -1.49380, -5.42665], [2.74181, 7.21334, 0.36235], [1.14670, -6.28661, 3.51208], [1.10698, 9.05609, 0.94417], [2.77938, -0.00845, 1.08172], [1.71694, 4.22104, -1.35652], [-2.34485, -0.08791, 5.05375], [-1.82904, -4.31842, 2.45626], [3.50358, 0.43885, -3.71005], [-1.90900, -4.02828, -0.14754], [-0.41020, 5.43261, -2.06108], [2.53697, -4.49760, 2.57489], [-3.62281, -0.09561, 2.94376], [5.21354, 0.05778, 0.28387], [1.25188, 0.12083, 2.68394], [2.93580, 5.03303, -0.50997], [-4.53058, -0.22512, -1.49603], [1.27542, -3.38630, 2.71958], [-2.45141, -5.59808, 1.41299], [-1.11496, -6.77245, 2.58594], [-0.02681, -6.42976, 1.20800], [5.59776, 0.63415, -2.13890], [-5.01026, -0.87973, -3.87821], [-1.92586, 7.21160, -1.49873], [1.18238, -5.36275, 0.36249], [-1.14457, 9.08999, -0.09770]], "nbo_charge": [1.360, -0.639, -0.692, -0.651, -0.730, -0.810, -0.523, -0.640, -0.685, -0.521, -0.397, -0.171, -0.259, -0.414, -0.187, 0.165, -0.219, -0.285, -0.262, 0.098, 0.152, -0.220, 0.053, -0.288, -0.417, 0.058, -0.244, 0.585, -0.256, -0.274, -0.506, -0.226, 0.200, 0.594, -0.261, 0.205, -0.152, 0.719, -0.210, -0.146, 0.208, 0.242, 0.225, 0.232, 0.207, 0.208, 0.218, 0.209, 0.193, 0.385, 0.224, 0.191, 0.249, 0.428, 0.213, 0.219, 0.265, 0.230, 0.188, 0.379, 0.249, 0.206, 0.211, 0.224, 0.209, 0.228, 0.200, 0.213, 0.228, 0.208], "homo_lumo_gap_ev": [6.25, 6.20], "spin_multiplicity": 2, "e_above_lowest_kj_mol": 109.67, "largest_force_ev_per_a": 5.2}